Computed, not measured: 9 unconnected molecules or ions with the total composition C42H53N9O14, with ωB97M-V/def2-TZVPD.

ΔE to the lowest compared entry with this formula, charge and spin, kJ/mol: 402.0
HOMO-LUMO gap, eV: 8.28
M, g mol⁻¹: 907.94
Net charge: 0

```
118
Properties=species:S:1:pos:R:3:forces:R:3
C 31.98788 1.22265 -27.84013 1.259 -1.297 -2.835
O 32.30545 1.50085 -29.02822 -1.399 -0.492 3.283
N 31.56446 -0.00988 -27.38134 -0.274 0.374 0.441
C 31.55484 -0.18215 -25.91415 -0.777 0.130 -0.838
C 31.04879 -1.11695 -28.23189 1.217 1.013 -0.540
H 32.15169 1.85687 -26.95518 0.040 0.504 -0.490
H 32.31639 -0.90570 -25.62324 -0.348 -0.188 0.182
H 30.52761 -0.42321 -25.64067 0.175 -0.689 0.360
H 31.73388 0.74886 -25.37632 0.328 0.123 -0.338
H 31.39403 -0.85872 -29.23300 -0.348 0.082 -0.154
H 31.51282 -2.08763 -28.05713 0.122 0.142 0.640
H 29.96648 -1.24618 -28.23424 -0.019 0.327 0.296
C 26.72154 4.05343 -28.10835 -0.832 2.437 2.850
O 26.59180 5.09696 -27.42961 0.243 -1.736 -1.480
N 26.55886 3.92720 -29.41474 -0.381 0.629 -1.439
C 26.88847 2.65381 -29.97363 0.555 -0.871 -1.348
C 26.02135 5.00424 -30.29713 0.588 -0.228 0.599
H 26.88134 3.09508 -27.59044 0.399 0.022 -0.153
H 27.59778 2.09152 -29.36634 -0.370 0.092 0.400
H 27.44383 2.74658 -30.90694 0.004 0.455 -0.185
H 26.04097 2.02453 -30.24538 -0.299 0.015 0.334
H 25.01571 4.78085 -30.65332 -0.020 -0.235 0.145
H 26.00242 5.95544 -29.76519 -0.015 -0.287 0.261
H 26.65766 5.15768 -31.16871 0.144 -0.284 0.033
C 20.95239 8.29351 -30.34722 -0.785 3.209 -0.927
O 21.04165 9.28051 -31.09478 0.001 -1.349 1.231
N 20.40748 8.36109 -29.08160 -0.088 -0.783 0.302
C 20.04741 9.60697 -28.32004 1.067 0.065 -1.961
C 20.48245 7.17280 -28.27404 0.583 -0.431 1.109
H 21.26699 7.32937 -30.77576 -0.190 -0.277 0.889
H 19.23034 9.52358 -27.60342 -0.087 -0.553 -0.436
H 19.85432 10.34937 -29.09442 -0.453 0.040 0.149
H 20.90818 10.02308 -27.79658 0.261 -0.380 0.211
H 20.93812 6.31033 -28.76047 -0.091 0.236 -0.424
H 21.12715 7.38198 -27.42040 0.196 -0.033 0.225
H 19.55026 6.82815 -27.82645 -0.398 0.263 -0.347
C 31.09373 1.22806 -34.78887 0.111 -1.161 -1.207
O 31.18486 0.08781 -35.22035 -0.045 0.162 0.801
N 30.52233 2.21305 -35.48910 -0.015 2.082 0.016
C 29.75470 2.05766 -36.73110 0.546 -0.129 0.486
C 30.75288 3.61406 -35.05110 -0.534 -1.037 -1.143
H 31.48160 1.58477 -33.82217 0.125 -0.271 0.048
H 29.44666 1.01517 -36.81126 -0.267 0.234 0.044
H 30.29703 2.31632 -37.64054 0.583 -0.113 0.096
H 28.94657 2.78902 -36.71967 -0.401 -0.372 0.258
H 31.16727 4.14015 -35.91112 0.071 0.234 0.050
H 29.76644 4.02881 -34.84367 0.234 0.417 0.455
H 31.48281 3.67274 -34.24372 -0.405 -0.057 0.115
C 21.14217 2.60569 -19.89726 -0.051 -0.589 -0.250
C 22.51064 2.72636 -19.74665 -0.401 0.604 -1.049
C 23.36675 2.51721 -20.84202 -0.497 -0.345 0.486
C 22.83433 2.01227 -22.04304 -1.836 0.531 0.694
C 21.41239 1.99326 -22.24232 0.381 -0.327 1.898
C 20.57720 2.24646 -21.12172 1.172 0.676 -0.691
N 23.73773 1.56942 -23.12229 0.257 1.669 1.363
O 23.23963 1.20654 -24.14267 -0.490 -0.791 -1.281
O 24.92489 1.70259 -22.90439 0.230 -0.384 -0.167
H 20.57182 2.79399 -18.99968 -0.501 0.041 -0.208
H 22.76228 3.17395 -18.79652 0.964 -0.240 -0.064
H 24.40889 2.76261 -20.70020 0.147 -0.420 -0.380
H 20.86973 1.72087 -23.13548 0.712 -0.091 -0.364
H 19.50918 2.31940 -21.26456 -0.075 -0.333 -0.002
C 32.26387 5.33275 -23.45715 -0.901 0.521 -1.054
C 33.06579 4.44287 -22.75574 -0.487 0.552 0.239
C 32.47749 3.52574 -21.89341 0.455 -0.450 0.178
C 31.10416 3.42564 -21.82143 1.084 0.611 -0.962
C 30.34465 4.21841 -22.69061 -1.554 0.009 2.061
C 30.85780 5.25161 -23.44568 1.106 -1.446 0.753
N 30.50702 2.59526 -20.75126 5.128 -1.599 0.382
O 31.26492 1.85466 -20.06458 -0.810 1.406 -1.539
O 29.37426 2.68904 -20.56123 -4.799 0.500 0.533
H 32.64944 6.10660 -24.10438 0.603 0.052 0.171
H 34.13935 4.56056 -22.75182 0.035 -0.096 -0.178
H 33.09772 2.90011 -21.26866 -0.041 -0.016 0.096
H 29.28270 4.19870 -22.49496 -0.291 -0.240 -0.385
H 30.14078 5.90677 -23.91795 0.451 0.178 -0.326
C 18.52957 1.24170 -37.74548 -1.070 0.607 1.206
C 18.71620 1.14277 -36.35824 1.000 -0.014 -0.792
C 20.00204 0.84444 -35.85409 -1.537 -0.122 0.064
C 21.06608 0.68064 -36.73574 -1.001 0.016 -0.936
C 20.85512 0.86262 -38.08753 -1.063 -0.026 -1.850
C 19.55692 1.12822 -38.60951 1.985 -0.467 0.464
N 22.37331 0.31522 -36.22056 2.176 -1.356 -2.984
O 22.62654 0.69385 -35.12277 0.479 0.139 1.567
O 23.19385 -0.31111 -36.97772 -2.466 1.600 1.835
H 17.55854 1.50289 -38.13954 -0.241 -0.135 0.130
H 17.82445 1.35462 -35.78700 0.331 -0.319 0.674
H 20.11359 0.63306 -34.80087 0.236 0.249 0.054
H 21.56669 0.78482 -38.89624 0.806 -0.211 0.660
H 19.36606 1.21848 -39.66867 0.367 0.030 -0.075
C 20.30086 -2.89453 -29.14880 0.067 -0.002 -0.354
C 21.29827 -2.69277 -30.10996 -0.801 -0.237 0.980
C 21.12632 -3.14687 -31.40019 -0.326 -0.029 -0.819
C 19.92431 -3.74798 -31.76590 -1.738 -0.066 1.777
C 18.89036 -4.00923 -30.76410 1.959 0.804 -1.162
C 19.11165 -3.57054 -29.44798 0.319 0.023 -1.332
N 19.63688 -4.06492 -33.19299 -0.258 -1.814 -0.806
O 18.46723 -4.38815 -33.50582 2.277 1.031 0.723
O 20.60582 -4.13649 -33.96148 -1.525 0.550 1.089
H 20.47086 -2.48305 -28.16484 -0.115 -0.083 0.155
H 22.18077 -2.14885 -29.80707 0.153 -0.083 -0.193
H 21.90588 -2.97194 -32.12689 -0.115 -0.070 -0.216
H 17.98494 -4.51287 -31.06901 -0.013 0.084 -0.002
H 18.32097 -3.69322 -28.72261 0.117 -0.091 0.151
C 23.01029 8.50862 -23.09247 2.490 -1.735 -0.049
C 23.71019 9.50614 -23.69445 0.074 2.573 0.256
C 23.12199 10.77038 -23.83354 -0.240 -0.309 -1.300
C 21.79014 10.97532 -23.49109 0.423 -1.777 0.892
C 21.13494 9.90155 -22.80614 -0.462 1.107 -1.451
C 21.75341 8.66209 -22.65017 -1.949 1.368 0.798
N 21.11413 12.24150 -23.83208 -1.103 0.961 0.152
O 21.67682 13.00945 -24.63084 -1.056 -1.394 1.503
O 20.00223 12.44436 -23.29078 2.238 -0.278 -1.224
H 23.55082 7.58904 -22.92339 -0.171 -0.337 -0.007
H 24.76372 9.52565 -23.93129 0.008 -0.853 -0.174
H 23.69156 11.46960 -24.42775 -0.187 0.548 0.342
H 20.07735 9.99906 -22.61017 0.015 0.198 0.402
H 21.24030 7.88334 -22.10550 -0.085 -0.097 -0.167
```
Positions in Å, forces in eV/Å.


Computed, not measured: a molecular structure, C42H54AsBBrI2N7OS4Ti, with ωB97M-V/def2-TZVPD.

ΔE to the lowest compared entry with this formula, charge and spin, kJ/mol: 0.0
HOMO-LUMO gap, eV: 5.34
M, g mol⁻¹: 1268.52
Net charge: -2

```
114
Properties=species:S:1:pos:R:3:forces:R:3
Ti -0.88455 0.68087 -1.05806 0.380 0.025 -0.478
C -2.92482 1.47401 4.08654 0.029 0.049 0.024
C -2.99301 0.20438 3.22610 0.108 0.036 0.090
C -4.04809 0.35909 2.15565 -0.060 0.047 -0.212
C -1.58259 -0.21104 2.85032 -0.082 -0.125 -0.078
C -0.75750 -0.67878 3.88430 -0.011 0.047 0.012
C 0.46771 -0.90768 3.32352 0.058 0.010 0.043
C 1.59290 -1.55294 4.09715 -0.070 -0.080 -0.056
C 1.81412 -3.00185 3.64115 0.027 0.002 -0.001
C 2.90312 -0.77381 4.23610 0.025 0.022 0.002
N 0.37320 -0.57967 2.00799 -0.163 -0.380 -0.129
N -0.90572 -0.19075 1.70066 0.323 0.426 0.185
B 1.52235 -0.74642 0.98972 0.074 0.018 0.019
N 1.30168 -1.87869 -0.03868 -0.010 0.008 0.034
N 0.21388 -1.82235 -0.86737 -0.010 0.062 0.011
C 0.21723 -2.94868 -1.57842 -0.079 0.029 -0.109
C 1.30980 -3.73741 -1.19858 0.050 0.041 0.005
C 2.00887 -3.02128 -0.25413 0.046 -0.003 -0.067
C 3.36893 -3.49023 0.25587 -0.059 -0.024 0.022
C 4.16255 -4.03831 -0.94285 0.001 -0.030 0.005
C 4.28499 -2.50520 0.97598 0.034 0.034 -0.060
C -0.67469 -3.44220 -2.70698 0.006 -0.070 0.031
C -2.03211 -2.77753 -2.96160 -0.041 -0.008 -0.012
C 0.14167 -3.50971 -4.00883 0.022 0.005 -0.007
N 1.92296 0.54444 0.20282 -0.101 -0.003 -0.029
N 1.28583 0.88181 -0.96332 0.419 0.009 0.159
C 2.12301 1.64563 -1.67151 -0.057 0.122 -0.001
C 3.31023 1.82074 -0.94848 0.016 -0.056 -0.003
C 3.14386 1.12237 0.22413 0.055 0.040 -0.008
C 4.05966 1.11969 1.40912 -0.043 -0.023 0.036
C 5.52432 1.23460 0.99662 0.015 0.044 -0.010
C 3.66182 2.26437 2.34778 -0.009 -0.010 0.024
C 1.86165 2.28759 -3.00178 0.004 -0.028 -0.001
C 2.78851 1.69869 -4.06310 0.020 0.004 -0.007
C 2.00241 3.80575 -2.91252 -0.021 0.001 -0.013
H -3.90942 1.69462 4.50834 0.000 0.007 -0.002
H -2.21201 1.36964 4.90591 -0.018 -0.024 0.000
H -2.61017 2.32553 3.48402 0.001 -0.014 0.008
H -3.33441 -0.60446 3.88409 0.004 0.016 0.014
H -3.75464 1.05926 1.37877 -0.062 -0.158 0.046
H -4.27802 -0.59101 1.69150 -0.024 -0.218 -0.181
H -4.96928 0.73566 2.61018 0.010 -0.011 -0.009
H -1.03165 -0.83207 4.91661 -0.010 -0.008 -0.004
H 1.17417 -1.60009 5.10665 0.027 -0.028 0.013
H 1.91145 -3.06135 2.55759 0.027 0.006 0.015
H 2.71704 -3.42451 4.09199 -0.015 -0.001 0.032
H 0.96315 -3.62329 3.92405 -0.014 0.006 -0.023
H 3.60334 -0.98976 3.43256 -0.038 0.026 0.060
H 2.72854 0.30211 4.25401 -0.011 0.000 0.010
H 3.39389 -1.05493 5.17181 0.010 -0.007 0.003
H 2.44814 -1.03362 1.66522 -0.004 0.025 -0.038
H 1.56778 -4.69583 -1.61636 0.001 0.012 -0.011
H 3.18546 -4.33397 0.93259 0.003 0.041 0.049
H 4.29826 -3.25172 -1.68787 0.012 -0.001 0.006
H 5.14768 -4.37841 -0.61380 0.000 -0.014 0.000
H 3.66241 -4.87234 -1.43030 -0.003 0.003 0.010
H 4.45263 -1.61390 0.36666 -0.029 0.022 0.016
H 3.90746 -2.19337 1.94170 0.016 -0.066 -0.016
H 5.25195 -2.98887 1.13855 0.011 0.011 -0.019
H -0.86750 -4.48284 -2.41835 -0.033 0.006 -0.004
H -2.11350 -2.43246 -3.99198 -0.013 -0.010 0.009
H -2.84958 -3.47531 -2.76643 0.000 -0.013 -0.017
H -2.17489 -1.89653 -2.35311 0.024 -0.072 -0.019
H 0.37932 -2.50358 -4.35386 0.001 -0.013 0.002
H 1.07359 -4.06366 -3.87739 0.002 -0.007 -0.002
H -0.44948 -4.00277 -4.78471 0.000 -0.008 0.006
H 4.16152 2.40895 -1.24641 0.002 0.002 -0.003
H 3.92393 0.18721 1.94877 0.023 -0.002 -0.051
H 5.73587 2.22221 0.57953 -0.007 -0.006 -0.015
H 6.17315 1.09538 1.86444 0.002 0.016 0.004
H 5.78923 0.49121 0.24349 -0.005 -0.024 0.018
H 3.80372 3.22652 1.84919 -0.001 -0.004 -0.001
H 2.60931 2.19082 2.62674 -0.002 -0.009 0.004
H 4.26903 2.25230 3.25730 0.006 0.000 -0.001
H 0.84741 2.07425 -3.30872 0.012 0.002 0.011
H 3.84075 1.91028 -3.84175 -0.001 0.003 0.007
H 2.65361 0.61788 -4.12758 -0.009 -0.002 0.001
H 2.53252 2.12692 -5.03349 -0.001 -0.007 -0.001
H 3.01915 4.10498 -2.63617 0.007 0.002 -0.003
H 1.75842 4.23924 -3.88410 -0.002 0.001 0.001
H 1.30383 4.21504 -2.18059 0.007 -0.002 0.006
S -3.62251 0.71348 -4.62305 0.050 0.025 0.048
As -1.68336 1.44637 -4.21078 0.019 0.098 -0.377
S -0.40755 -0.12089 -3.32482 0.017 0.212 0.189
S -1.52594 2.60600 -2.30639 -0.052 -0.317 0.149
S -0.67882 2.47846 -5.76606 -0.041 -0.023 0.108
I -2.89423 -3.27297 0.37109 0.066 0.080 0.014
C -4.11448 -1.94906 -0.67764 -0.205 0.011 0.146
C -5.41706 -2.39198 -0.99330 0.064 0.062 -0.013
C -6.32384 -1.54100 -1.54901 0.066 0.039 -0.019
I -8.20009 -2.31056 -2.07583 -0.042 -0.011 -0.004
C -6.01230 -0.16859 -1.73465 -0.077 -0.031 -0.016
C -6.89897 0.81023 -2.23426 0.004 -0.011 -0.002
C -6.50648 2.11480 -2.28274 0.031 0.006 0.014
C -5.23489 2.45814 -1.77924 -0.036 -0.003 -0.014
N -4.38448 1.57786 -1.33609 -0.030 -0.047 0.036
C -4.72125 0.27276 -1.37327 -0.059 0.046 0.055
C -3.70491 -0.65937 -0.96003 0.149 -0.051 -0.012
O -2.46623 -0.25567 -0.85268 -0.672 -0.041 0.602
H -5.67348 -3.42528 -0.80670 -0.012 0.004 0.018
H -7.88146 0.51183 -2.57642 0.001 0.003 0.001
H -7.15896 2.88103 -2.68011 0.006 0.005 -0.004
H -4.91353 3.49525 -1.74782 0.001 0.003 -0.007
Br -1.07238 6.27633 3.02839 0.000 0.024 0.022
C -0.95858 4.72953 1.90953 -0.019 -0.031 -0.016
C 0.25603 4.36964 1.36278 0.020 -0.013 -0.009
C 0.32065 3.24549 0.54339 0.028 -0.132 0.203
C -0.78751 2.43631 0.27397 -0.189 0.165 -0.185
C -1.99422 2.86726 0.83948 -0.064 0.059 -0.148
C -2.09898 3.99504 1.64348 0.013 0.021 -0.030
H 1.14275 4.96124 1.55500 -0.002 0.002 -0.002
H 1.28631 3.01970 0.11515 0.033 -0.003 -0.013
H -2.90976 2.34345 0.59185 0.133 0.149 -0.093
H -3.05685 4.30623 2.04225 -0.002 -0.017 0.006
```
Positions in Å, forces in eV/Å.